1.
# C6H14N2

An isolated molecule of C6H14N2 (ωB97M-V/def2-TZVPD, the OMol25 dataset).

```
22
Properties=species:S:1:pos:R:3:forces:R:3:lowdin_charge:R:1
C -1.8841 1.0870 0.1763 -3.964 -0.448 0.258 -0.117
C -0.5011 0.7878 0.5498 0.076 1.446 0.981 -0.329
C 0.2143 1.8576 0.9956 -0.638 -1.578 -1.295 -0.178
N 1.5250 1.7411 1.3898 1.238 0.284 1.127 0.051
C -0.0937 -0.6106 0.8952 1.465 -0.170 0.057 -0.168
C 0.9304 -1.2938 -0.1005 -1.340 1.115 0.658 -0.183
C 0.1883 -1.7868 -1.3207 1.026 -2.676 -1.690 -0.318
N 0.2599 -0.9807 -2.5378 -1.060 -0.133 0.330 -0.004
H -2.3435 0.9498 -0.8182 1.083 -0.461 -0.293 0.069
H -2.2223 2.1019 0.3739 0.580 0.438 0.207 0.061
H -2.6710 0.5134 0.7893 1.275 0.335 -0.420 0.100
H -0.1953 2.8575 0.8966 0.205 -0.034 0.078 0.116
H 1.8223 0.8318 1.7238 -0.264 -0.143 -0.378 0.071
H 1.8384 2.3985 2.0911 -0.151 0.320 -0.218 0.083
H 0.3298 -0.5232 1.9287 -0.030 -0.447 -0.646 0.111
H -0.9395 -1.2952 0.9772 -0.154 0.245 -0.020 0.104
H 1.7003 -0.5789 -0.4145 -0.041 -0.172 0.184 0.107
H 1.3782 -2.1139 0.4161 0.498 -0.610 0.346 0.089
H 0.5299 -2.8236 -1.6618 0.797 1.208 0.457 0.118
H -0.7807 -2.2273 -1.0993 -0.892 1.283 0.145 0.102
H 1.2129 -0.7541 -2.7728 0.059 0.115 0.080 0.060
H -0.2984 -0.1383 -2.4779 0.232 0.086 0.050 0.055
```
Positions in Å, forces in eV/Å.

The value obtained for the HOMO energy is -7.685 eV. Its structure (SMILES) is C/C(=C/N)CCCN. The calculation puts the relative energy (zero: lowest compared OMol25 entry of this formula, charge and spin) at 36.3 kcal per mole. For the gap between HOMO and LUMO, the calculation gives 8.6 eV.


2.
# C37H70BClN8O4PS

A 9-piece molecular cluster, C37H70BClN8O4PS overall (ωB97M-V/def2-TZVPD, the OMol25 dataset).

```
123
Properties=species:S:1:pos:R:3:forces:R:3:lowdin_charge:R:1
C -3.6546 4.7033 -0.8736 -0.234 0.220 -0.042 0.005
O -3.7356 3.3970 -1.4885 0.221 -0.092 0.172 0.021
B -2.7715 2.9462 -2.2802 -0.058 0.021 -0.051 -0.806
O -1.8570 3.6803 -2.9756 0.078 0.025 0.448 0.154
P -2.7611 0.9925 -2.5477 -0.126 0.074 -0.439 1.147
C -1.1044 0.2760 -2.4747 0.337 -0.457 0.317 -0.336
C -0.5703 -0.0121 -1.0512 0.207 0.218 0.209 -0.223
C -1.2641 0.7984 0.0492 0.183 -0.274 -0.024 -0.265
C -0.6249 0.5782 1.4207 -0.272 -0.197 -0.125 -0.270
S -0.8421 1.9933 2.4869 0.398 0.126 -0.340 0.330
O 0.0572 1.8875 3.5827 -0.167 -0.077 0.194 -0.320
O -0.8748 3.1795 1.6867 -0.056 0.044 0.018 -0.348
Cl -2.7302 1.6998 3.1498 -0.175 -0.033 0.105 0.435
H -4.6703 5.0411 -0.6864 0.011 -0.075 -0.039 0.102
H -3.1288 4.6019 0.0749 0.035 -0.007 -0.069 0.100
H -3.1476 5.4130 -1.5259 0.042 -0.075 0.034 0.098
H -0.9257 3.6150 -2.7329 -0.050 -0.016 -0.270 0.128
H -3.2612 0.7525 -3.8275 -0.018 -0.055 -0.021 0.003
H -3.6513 0.3481 -1.6940 0.003 -0.113 0.009 0.040
H -1.1403 -0.6439 -3.0626 -0.010 0.017 0.072 0.070
H -0.4114 0.9543 -2.9790 -0.284 0.110 -0.149 0.098
H 0.4881 0.2618 -1.0490 -0.022 -0.112 0.004 0.123
H -0.6149 -1.0784 -0.8270 -0.196 0.027 -0.140 0.087
H -1.2057 1.8653 -0.1824 -0.088 -0.006 -0.026 0.092
H -2.3120 0.4951 0.1180 -0.024 0.212 0.039 0.102
H -1.0766 -0.2708 1.9350 0.160 0.013 0.071 0.109
H 0.4556 0.4194 1.3818 -0.014 0.173 -0.039 0.120
C 0.5339 -4.3093 0.1873 0.074 -0.014 0.004 -0.096
C -0.6384 -5.2675 0.0310 0.009 0.040 0.102 -0.242
C -1.1546 -5.3478 -1.4129 0.060 -0.073 0.056 -0.162
C -1.6276 -4.0410 -1.8596 0.005 -0.032 0.064 -0.208
N -1.9901 -2.9884 -2.1388 -0.084 0.279 -0.083 0.158
H 0.2447 -3.2875 -0.0704 0.000 -0.004 -0.018 0.050
H 0.8912 -4.3001 1.2170 -0.022 -0.009 0.008 0.077
H 1.3688 -4.5907 -0.4573 -0.013 0.026 -0.025 0.055
H -1.4591 -4.9700 0.6864 -0.015 -0.039 -0.006 0.085
H -0.3395 -6.2703 0.3394 -0.026 -0.031 -0.057 0.113
H -1.9834 -6.0524 -1.4949 0.048 0.010 -0.023 0.093
H -0.3666 -5.6767 -2.0940 0.000 0.031 -0.014 0.122
C -4.5679 -7.2373 -0.9302 -0.001 -0.024 0.110 -0.122
C -5.7679 -6.3160 -0.7625 0.051 -0.085 -0.019 -0.248
C -5.3454 -4.8756 -0.4483 -0.045 -0.117 -0.050 -0.186
C -4.5738 -4.8005 0.7928 -0.037 0.137 -0.051 -0.240
N -3.9684 -4.7414 1.7661 0.107 0.007 0.040 0.150
H -3.9915 -7.3041 -0.0046 -0.018 0.019 0.013 0.074
H -4.8835 -8.2451 -1.1967 0.010 0.002 -0.026 0.075
H -3.9171 -6.8804 -1.7277 -0.059 -0.059 -0.043 0.022
H -6.4196 -6.6859 0.0309 -0.011 0.036 0.008 0.114
H -6.3571 -6.3052 -1.6815 0.005 0.046 -0.003 0.100
H -6.2107 -4.2186 -0.3509 0.005 0.001 0.001 0.118
H -4.7200 -4.4861 -1.2558 -0.005 0.032 0.007 0.106
C -6.6526 4.5602 -6.9064 0.002 0.004 0.018 -0.102
C -5.9425 5.1202 -5.6809 -0.083 -0.013 -0.070 -0.250
C -4.6566 4.3553 -5.3370 -0.099 0.063 -0.065 -0.175
C -4.9314 2.9487 -5.0384 -0.024 0.101 0.043 -0.221
N -5.1814 1.8562 -4.7855 0.149 -0.036 0.095 0.155
H -6.9749 3.5306 -6.7440 0.018 -0.007 -0.001 0.073
H -7.5384 5.1502 -7.1364 0.004 0.002 -0.009 0.078
H -6.0013 4.5784 -7.7819 -0.001 0.001 -0.002 0.081
H -6.6127 5.0987 -4.8198 0.023 0.007 0.020 0.114
H -5.6747 6.1637 -5.8506 0.045 -0.005 0.032 0.112
H -4.1635 4.7967 -4.4687 0.035 -0.018 -0.015 0.110
H -3.9529 4.3927 -6.1709 0.008 -0.002 0.007 0.130
C 2.9007 2.0711 5.2822 0.065 -0.067 0.017 -0.110
C 2.6821 1.7370 6.7529 -0.010 0.026 -0.106 -0.251
C 3.6041 2.5472 7.6721 -0.054 -0.079 -0.015 -0.191
C 5.0120 2.2836 7.3725 -0.039 0.103 0.015 -0.244
N 6.1052 2.0733 7.0961 0.091 -0.040 -0.022 0.155
H 3.9205 1.8303 4.9762 0.016 0.042 0.021 0.074
H 2.2182 1.5088 4.6499 -0.022 0.007 0.007 0.044
H 2.7310 3.1339 5.0933 -0.019 -0.005 -0.008 0.069
H 2.8517 0.6720 6.9209 0.008 0.004 0.027 0.113
H 1.6472 1.9428 7.0317 0.017 0.022 0.043 0.109
H 3.4257 2.3127 8.7221 -0.010 0.010 -0.004 0.117
H 3.4241 3.6160 7.5368 0.013 0.008 0.033 0.113
C 6.1937 5.0823 4.1986 -0.021 -0.010 0.005 -0.107
C 4.9839 5.7162 4.8721 0.133 -0.077 -0.017 -0.254
C 4.0070 6.3562 3.8780 0.003 -0.039 0.095 -0.192
C 4.6265 7.4311 3.1032 0.001 -0.046 0.042 -0.223
N 5.1301 8.2743 2.5102 -0.045 0.062 -0.080 0.161
H 6.7937 5.8269 3.6747 -0.010 0.000 -0.009 0.052
H 6.8402 4.6062 4.9338 0.004 0.003 -0.005 0.066
H 5.8839 4.3217 3.4776 -0.005 0.001 -0.003 0.075
H 5.3140 6.4671 5.5924 -0.038 0.018 0.001 0.114
H 4.4381 4.9527 5.4313 -0.038 0.040 0.015 0.080
H 3.1435 6.7759 4.3970 -0.019 -0.017 -0.022 0.116
H 3.6390 5.6048 3.1756 -0.012 0.004 0.000 0.116
C 5.5797 -6.4703 -0.4757 -0.019 -0.004 0.020 -0.107
C 4.4069 -7.4338 -0.6028 0.070 0.061 0.038 -0.260
C 3.8325 -7.4891 -2.0240 0.019 -0.019 0.075 -0.189
C 3.3295 -6.1847 -2.4566 0.017 -0.063 -0.015 -0.240
N 2.9387 -5.1529 -2.7727 -0.115 0.087 0.027 0.144
H 5.2776 -5.4461 -0.6990 -0.001 -0.005 -0.027 0.070
H 5.9800 -6.4846 0.5375 0.010 -0.003 -0.005 0.074
H 6.3868 -6.7413 -1.1584 0.002 0.002 -0.001 0.079
H 3.6149 -7.1483 0.0927 -0.018 -0.022 -0.010 0.106
H 4.7231 -8.4408 -0.3276 -0.036 -0.021 -0.030 0.110
H 3.0098 -8.2031 -2.0824 0.015 -0.012 -0.031 0.117
H 4.5978 -7.8084 -2.7339 -0.007 -0.001 -0.007 0.123
C 8.2265 9.3139 3.0124 0.056 0.069 0.017 -0.123
C 8.9080 9.7432 4.3045 -0.071 -0.006 -0.078 -0.259
C 10.1209 8.8713 4.6506 -0.066 0.048 0.000 -0.191
C 9.7327 7.4720 4.8322 0.065 0.047 0.056 -0.232
N 9.4000 6.3852 4.9891 -0.047 -0.089 -0.017 0.155
H 7.8412 8.2974 3.0852 0.013 -0.008 -0.006 0.044
H 7.3815 9.9604 2.7845 -0.013 -0.020 -0.015 0.060
H 8.9215 9.3546 2.1705 0.009 -0.001 0.008 0.078
H 8.1947 9.7012 5.1302 0.016 0.010 0.017 0.110
H 9.2408 10.7796 4.2251 0.053 -0.014 0.032 0.107
H 10.5971 9.2106 5.5714 0.026 -0.008 -0.014 0.117
H 10.8661 8.9189 3.8542 0.005 -0.006 0.005 0.120
C -7.6743 -8.7435 -4.6287 -0.014 0.028 0.010 -0.105
C -7.5011 -7.4534 -5.4200 -0.034 -0.072 0.066 -0.259
C -6.1082 -7.3224 -6.0488 -0.078 0.043 0.013 -0.186
C -5.0556 -7.3204 -5.0330 -0.030 -0.067 -0.052 -0.219
N -4.2511 -7.3396 -4.2152 0.088 0.096 0.035 0.164
H -6.9781 -8.7905 -3.7896 0.021 -0.007 -0.017 0.064
H -8.6842 -8.8148 -4.2263 -0.001 -0.009 -0.006 0.075
H -7.5024 -9.6177 -5.2589 0.003 -0.003 0.002 0.080
H -7.6832 -6.5934 -4.7723 0.006 0.022 -0.025 0.107
H -8.2393 -7.4085 -6.2218 0.031 0.027 -0.029 0.109
H -6.0264 -6.3980 -6.6221 0.013 -0.019 -0.024 0.118
H -5.9165 -8.1528 -6.7310 0.010 0.004 -0.003 0.124
```
Positions in Å, forces in eV/Å.

The value obtained for the HOMO energy is -12.243 eV. The total charge is +1. For the gap between HOMO and LUMO, the calculation gives 9.6 eV.